Here is a structure of composition C14H17N3O3S in a non-equilibrium geometry from OMol25. Energies are from wB97M-V/def2-TZVPD.

Max |F|, Eh/bohr: 0.1108
Energy relative to the best compared isomer or geometry (same formula, charge and spin), kcal per mole: 178.1
Total charge: 0
Kohn-Sham gap, eV: 8.89
E_LUMO, Ha: 0.02203

Structure (XYZ):
```
38
Properties=species:S:1:pos:R:3:forces:R:3:lowdin_charge:R:1
C -3.8575 0.3038 0.5208 -0.56 -4.81 -1.24 -0.52
C -2.5804 -0.4274 0.8492 3.38 0.93 4.19 -0.42
C -4.3239 -0.3910 -0.8026 0.09 0.10 -0.79 -0.55
C -0.1969 -0.7851 0.2054 0.20 -4.05 0.45 -0.23
C 0.1225 0.4751 0.7803 -0.72 4.27 -2.60 -0.51
C 0.9065 -1.5928 -0.7285 -1.31 -2.15 -3.89 -0.07
C 2.3794 -1.5139 -0.4385 -0.71 3.63 1.46 -0.21
C 3.3532 -2.3262 0.0209 0.91 -5.59 0.61 -0.10
C 2.9936 -0.1344 -0.4131 1.38 -1.83 -0.42 -0.12
C 4.3869 -0.3718 -0.0965 -1.17 1.72 -0.11 -0.25
C 2.5097 1.1521 -0.6973 -0.98 1.07 -2.45 -0.06
C 5.3499 0.6459 -0.0624 -0.69 2.69 -0.87 -0.01
C 3.4594 2.1447 -0.9826 3.09 0.09 0.82 -0.07
C 4.8937 1.9153 -0.6797 -1.99 -4.39 2.40 -0.05
H -4.2111 1.7664 1.5867 1.54 1.37 -2.23 0.14
H -2.8416 2.0749 0.5235 -0.36 -0.22 0.32 0.08
H -4.4943 -0.1269 1.3615 0.25 0.65 -1.30 0.16
H -4.0976 0.1412 -1.8147 1.10 -1.20 2.00 0.08
H -3.8581 -1.4661 -0.6208 -1.74 1.91 -1.48 0.12
H -6.0808 1.0987 -1.2161 -0.10 -0.95 0.11 -0.12
H -1.9059 0.3073 -1.0053 1.75 -4.25 3.06 0.29
H 0.0168 -1.5915 0.9611 -1.48 1.04 0.25 0.17
H 0.8802 -1.3564 -1.9641 -0.57 -0.28 3.35 0.17
H 0.5486 -2.7444 -0.6434 0.73 2.74 -0.35 0.15
H 3.5003 -3.5517 0.1772 -1.21 3.55 -0.52 0.18
H 5.4962 -1.9161 0.5691 -2.19 -0.74 -0.68 0.19
H 1.3665 1.3770 -0.9190 2.78 -0.54 0.37 0.15
H 6.3630 0.6144 0.4952 -1.74 -0.23 -1.35 0.13
H 3.3510 3.1846 -1.3545 -0.95 -0.95 0.37 0.10
H 5.6136 2.6380 -0.4840 0.77 1.92 -0.60 0.05
H 1.2395 1.5506 1.4495 0.96 3.81 0.61 0.09
N -3.7842 1.6826 0.5940 -1.54 1.92 2.74 0.07
N -1.6236 -0.6920 -0.1914 -1.88 2.63 -2.13 0.07
N 4.5333 -1.6857 0.2013 2.65 0.97 0.68 0.04
O -2.3288 -0.5315 2.1009 -0.11 -0.56 -4.23 0.03
O -0.5076 1.4785 0.3267 1.64 -1.41 2.07 0.02
O 1.2219 0.6390 1.4762 -1.14 -3.29 0.90 0.18
S -6.1390 -0.2743 -1.0883 -0.08 0.41 0.48 0.64
```
Forces are in eV/Å.